Molecular formula: C4H15NO3
Method: DFT, ωB97M-V/def2-TZVPD

The geometry in XYZ format:
```
23
Properties=species:S:1:pos:R:3:mulliken_charge:R:1
C -1.65683 -0.43072 1.79703 -1.444
C -1.03653 0.57920 0.94590 0.171
C 0.13208 0.43656 0.28867 -0.045
C 0.85235 1.53970 -0.41569 -1.156
N 0.74776 -0.81044 0.32676 -0.325
H -0.91679 -1.08349 2.28384 0.363
H -2.36538 -0.03094 2.51388 0.334
H -2.24938 -1.18087 1.23414 0.311
H -1.51844 1.54766 0.97634 0.376
H 0.89524 1.45660 -1.50469 0.292
H 1.84466 1.65170 0.01689 0.264
H 0.30747 2.47877 -0.29483 0.369
H 0.20750 -1.60930 0.58015 0.157
H 1.54550 -0.99306 -0.24329 0.220
O -1.68193 -0.48635 -2.34161 -0.684
H -1.02312 -0.42333 -1.64533 0.425
H -2.13986 0.33792 -2.44455 0.309
O 2.37565 0.62469 2.59745 -0.669
H 1.72315 0.08139 2.10661 0.430
H 2.24683 1.52484 2.23970 0.312
O 0.81267 -2.04250 -2.84944 -0.644
H -0.13414 -1.90395 -2.77084 0.312
H 1.03153 -1.26407 -3.39707 0.322
```

Kohn-Sham gap   8.8 eV
SMILES   C/C=C(/C)N.O.O.O
F_max   2.2 eV/A
LUMO level   0.5 eV
ΔE to the lowest compared entry with this formula, charge and spin   0.600 eV
HOMO level   -8.299 eV